[1]
Entry from OMol25: 13 unconnected molecules or ions with the total composition C29H61Cl24N2 in a non-equilibrium geometry (ωB97M-V with the def2-TZVPD basis set).

LUMO, eV: 1.52
Total energy, Ha: -12295.57620
Total charge: -1
HOMO energy, eV: -0.9

Last column: Mulliken charge in e.
Atoms and positions in Å:
C 0.928 -3.859 0.469  -0.542
C 0.935 -2.332 -0.130  0.003
N -0.387 -1.855 -0.689  -0.140
C -1.349 -1.389 0.382  -0.481
C -2.360 -2.586 0.889  0.090
C -3.206 -3.321 -0.313  -0.489
N -2.528 -4.526 -0.926  -0.226
H 0.259 -3.981 1.439  0.173
H 2.050 -4.150 0.756  0.180
H 0.616 -4.627 -0.382  0.020
H 1.400 -1.610 0.668  0.105
H 1.699 -2.335 -1.046  0.107
H -0.139 -0.967 -1.222  -0.010
H -2.074 -0.627 -0.184  0.062
H -3.173 -2.048 1.577  -0.298
H -1.822 -3.361 1.622  0.047
H -4.220 -3.703 0.161  0.245
H -3.396 -2.523 -1.148  0.159
H -1.562 -4.681 -0.564  0.029
H -3.121 -5.380 -0.792  0.201
Cl -2.747 -0.190 3.762  -0.144
C -1.057 -0.159 4.324  -0.585
C -0.451 1.232 4.242  -0.552
Cl -0.210 1.763 2.559  -0.178
H -0.489 -0.883 3.731  0.291
H -1.064 -0.502 5.363  0.353
H 0.534 1.237 4.719  0.357
H -1.077 1.975 4.746  0.342
Cl 0.180 1.343 -2.403  -0.187
C 1.394 1.018 -3.666  -0.356
C 0.767 0.891 -5.045  -0.352
Cl -0.221 -0.583 -5.201  -0.181
H 1.940 0.112 -3.386  0.313
H 2.096 1.857 -3.653  0.285
H 1.551 0.828 -5.805  0.201
H 0.133 1.751 -5.281  0.249
Cl 3.998 2.031 2.376  -0.197
C 3.205 3.548 1.882  -0.114
C 4.067 4.766 2.170  0.181
Cl 4.232 5.076 3.917  -0.227
H 2.239 3.607 2.393  0.014
H 3.017 3.471 0.807  0.307
H 3.609 5.658 1.732  0.344
H 5.072 4.659 1.749  -0.308
Cl 1.105 3.913 4.697  -0.083
C 1.326 5.194 5.915  -0.528
C 0.815 4.776 7.285  -0.485
Cl -0.960 4.636 7.326  -0.197
H 0.823 6.096 5.555  0.302
H 2.400 5.400 5.966  0.258
H 1.090 5.529 8.030  0.381
H 1.239 3.817 7.599  0.304
Cl -1.377 1.245 8.353  -0.108
C -1.760 2.365 9.684  -0.453
C -2.768 1.776 10.658  -0.444
Cl -4.388 1.616 9.934  -0.186
H -2.121 3.301 9.246  0.247
H -0.819 2.573 10.203  0.308
H -2.873 2.433 11.526  0.308
H -2.456 0.789 11.014  0.326
Cl -6.044 -0.463 3.106  -0.168
C -6.427 0.658 4.437  -0.370
C -7.435 0.069 5.410  -0.407
Cl -9.055 -0.091 4.687  -0.203
H -6.788 1.594 3.999  0.317
H -5.487 0.866 4.955  0.223
H -7.541 0.726 6.279  0.273
H -7.123 -0.918 5.766  0.320
Cl -4.649 -5.648 -6.136  -0.216
C -5.437 -4.832 -4.762  -0.437
C -4.728 -5.111 -3.447  -0.406
Cl -4.914 -6.805 -2.928  -0.202
H -6.483 -5.152 -4.733  0.330
H -5.415 -3.759 -4.977  0.330
H -5.156 -4.489 -2.655  0.229
H -3.658 -4.891 -3.510  0.366
Cl 6.961 3.957 0.686  -0.215
C 8.007 3.183 1.903  -0.395
C 8.865 4.193 2.648  -0.384
Cl 10.115 4.914 1.603  -0.195
H 8.618 2.430 1.396  0.380
H 7.345 2.667 2.606  0.242
H 9.388 3.701 3.473  0.305
H 8.261 5.006 3.065  0.271
Cl 1.568 3.374 -7.054  -0.172
C 1.397 3.093 -8.805  -0.461
C -0.017 3.361 -9.294  -0.164
Cl -1.179 2.154 -8.687  -0.173
H 1.709 2.065 -9.015  0.323
H 2.098 3.769 -9.304  0.318
H -0.049 3.310 -10.386  0.294
H -0.368 4.352 -8.990  0.015
Cl 4.724 -4.214 -1.444  -0.134
C 5.586 -5.653 -0.842  -0.489
C 5.316 -5.909 0.631  -0.394
Cl 6.053 -4.668 1.675  -0.190
H 6.654 -5.516 -1.040  0.336
H 5.236 -6.502 -1.438  0.267
H 5.749 -6.869 0.928  0.320
H 4.243 -5.939 0.846  0.275
Cl -2.229 6.407 -9.049  -0.160
C -1.620 7.566 -10.258  -0.428
C -0.117 7.451 -10.457  -0.389
Cl 0.794 8.008 -9.032  -0.173
H -1.909 8.573 -9.938  0.333
H -2.138 7.345 -11.196  0.275
H 0.195 8.079 -11.297  0.348
H 0.184 6.421 -10.672  0.218
Cl -1.137 -11.067 -2.045  -0.213
C -1.930 -9.550 -2.539  -0.392
C -1.067 -8.332 -2.251  -0.316
Cl -0.903 -8.022 -0.505  -0.197
H -2.896 -9.491 -2.028  0.253
H -2.118 -9.628 -3.614  0.319
H -1.526 -7.440 -2.689  0.170
H -0.063 -8.440 -2.673  0.345

[2]
Entry from OMol25: a molecular structure, C29H62CuN3O4 in a non-equilibrium geometry (ωB97M-V with the def2-TZVPD basis set).

LUMO, eV: 0.47
Total energy, Ha: -3247.64433
HOMO energy, eV: -6.8
Energy relative to the best compared isomer or geometry (same formula, charge and spin), kcal per mole: 42.78

Last column: Mulliken charge in e.
Atoms and positions in Å:
Cu -18.673 24.127 26.981  1.730
C -21.139 27.263 25.261  -1.353
C -19.694 26.788 25.458  -0.087
O -19.590 25.400 25.423  -0.691
H -21.215 28.323 25.531  0.362
H -21.803 26.756 25.968  0.247
H -21.608 27.157 24.283  0.342
H -19.296 27.212 26.392  -0.011
H -19.054 27.201 24.662  0.328
C -16.972 25.924 29.429  -2.256
C -15.868 25.719 30.462  1.777
C -15.258 27.118 30.766  -1.233
C -14.460 27.232 32.084  -0.791
C -15.390 26.808 33.238  -1.172
C -15.862 25.373 33.048  1.329
N -16.498 25.270 31.713  0.494
O -17.066 23.992 31.546  -0.395
C -14.725 24.371 33.238  -1.698
C -17.004 25.191 34.082  -1.892
C -14.833 24.677 29.947  -1.507
H -16.582 26.510 28.594  0.728
H -17.742 26.556 29.871  0.631
H -17.368 24.960 29.101  -0.152
H -14.525 27.310 29.974  0.374
H -15.970 27.937 30.656  0.464
H -14.235 28.289 32.248  0.447
H -13.515 26.696 32.006  0.358
H -16.210 27.528 33.233  0.410
H -14.813 26.994 34.147  0.394
H -14.476 24.269 34.298  0.488
H -15.043 23.362 32.967  0.294
H -13.790 24.557 32.712  0.272
H -17.548 24.280 33.834  0.391
H -16.593 25.082 35.088  0.460
H -17.671 26.051 34.121  0.343
H -15.389 23.795 29.630  0.263
H -13.953 24.464 30.546  0.315
H -14.489 25.135 29.013  0.377
H -18.018 24.120 31.622  0.048
C -14.470 22.567 25.660  -1.622
C -15.712 23.476 25.464  1.142
C -15.655 24.003 24.004  -1.241
C -16.150 22.992 22.936  -0.785
C -17.504 22.479 23.417  -1.510
C -17.560 21.798 24.782  1.837
N -16.940 22.715 25.741  0.551
O -17.090 22.207 27.077  0.185
C -19.018 21.651 25.147  -2.002
C -16.939 20.404 24.676  -1.803
C -15.742 24.736 26.337  -1.616
H -14.490 22.163 26.679  0.303
H -13.507 23.060 25.545  0.508
H -14.551 21.701 25.006  0.304
H -16.182 24.934 23.798  0.458
H -14.610 24.151 23.721  0.369
H -15.428 22.172 22.887  0.328
H -16.246 23.425 21.942  0.432
H -18.002 21.817 22.697  0.546
H -18.232 23.294 23.321  0.351
H -19.596 21.271 24.299  0.437
H -19.166 20.915 25.938  0.338
H -19.483 22.616 25.371  0.294
H -17.590 19.739 24.106  0.444
H -16.029 20.381 24.070  0.390
H -16.721 19.951 25.645  0.294
H -14.732 25.142 26.425  0.656
H -16.054 24.466 27.346  -0.332
H -16.425 25.470 25.912  0.235
H -16.280 21.676 27.153  0.204
C -22.783 24.687 30.208  -1.952
C -21.238 24.745 29.976  1.692
C -20.468 24.894 31.308  -0.762
C -20.414 23.574 32.109  -0.806
C -19.877 22.376 31.288  -1.148
C -20.652 22.288 29.962  1.108
N -20.659 23.592 29.308  0.982
O -20.920 23.576 27.930  -0.528
C -19.793 21.323 29.096  -1.671
C -22.016 21.556 30.136  -1.666
C -20.957 26.076 29.235  -1.687
H -23.306 24.036 29.507  0.351
H -23.242 25.677 30.217  0.474
H -23.095 24.338 31.199  0.371
H -19.452 25.246 31.118  -0.283
H -20.990 25.624 31.930  0.472
H -21.416 23.349 32.479  0.493
H -19.773 23.612 32.995  0.296
H -20.035 21.474 31.884  0.533
H -18.792 22.402 31.185  0.302
H -18.824 21.791 28.912  0.102
H -19.564 20.417 29.663  0.490
H -20.288 21.003 28.181  0.394
H -22.789 22.234 30.494  0.352
H -22.408 21.250 29.160  0.382
H -21.860 20.659 30.728  0.406
H -21.413 26.084 28.246  0.384
H -19.881 26.174 29.070  -0.019
H -21.248 26.920 29.858  0.530
H -21.781 23.132 27.841  0.284

[3]
Entry from OMol25: 8 unconnected molecules or ions with the total composition C28H79N7O8 in a non-equilibrium geometry (ωB97M-V with the def2-TZVPD basis set).

LUMO, eV: 0.56
Total energy, Ha: -2098.72519
HOMO energy, eV: -8.5
Energy relative to the best compared isomer or geometry (same formula, charge and spin), kcal per mole: 351.03

Last column: Mulliken charge in e.
Atoms and positions in Å:
C 3.393 0.217 -4.019  -2.284
C 2.074 0.269 -3.326  1.705
C 0.903 -0.230 -4.201  -0.431
O 0.753 0.698 -5.218  -0.335
C -0.211 0.647 -6.219  -0.712
N 2.155 -0.547 -2.140  0.769
H 2.905 -0.276 -1.551  0.570
H 1.260 -0.414 -1.615  -1.099
H 2.208 -1.479 -2.402  0.596
H 4.134 0.683 -3.732  0.798
H 3.303 0.573 -5.028  0.468
H 3.897 -0.723 -4.101  0.524
H 1.966 1.353 -3.010  -0.848
H -0.090 -0.180 -3.668  -0.114
H 0.875 -1.300 -4.540  0.538
H -0.176 -0.495 -6.408  0.340
H -0.031 1.234 -7.153  0.220
H -1.148 0.846 -5.855  0.208
O 0.095 -0.185 -0.574  2.224
H -0.733 -0.036 -0.082  -1.318
C -1.074 0.222 3.189  -0.440
C -2.658 0.404 3.258  1.649
C -3.196 -0.509 4.319  -1.388
O -2.938 -1.958 4.076  -0.049
C -3.291 -2.858 5.080  -0.907
N -2.935 1.842 3.719  -0.810
H -0.941 -0.931 3.388  0.041
H -0.616 0.926 3.904  0.449
H -0.628 0.463 2.045  -0.528
H -3.195 0.227 2.192  -0.540
H -4.281 -0.654 4.337  0.461
H -2.961 -0.333 5.380  0.385
H -2.698 -2.508 5.946  0.353
H -3.210 -4.026 5.011  0.233
H -4.360 -2.622 5.440  0.291
H -4.000 1.888 3.833  0.296
H -2.749 1.888 4.670  0.299
C -2.665 3.307 -3.447  -1.514
C -1.903 3.386 -2.100  0.656
C -2.514 2.420 -1.135  0.594
O -3.805 2.900 -0.888  -0.441
C -4.504 2.227 0.164  -0.101
N -0.515 2.906 -2.366  -0.127
H -2.868 2.478 -4.215  0.185
H -2.000 4.045 -4.032  0.319
H -3.601 3.902 -3.195  0.378
H -2.069 4.405 -1.400  0.326
H -1.740 2.460 -0.151  -0.326
H -2.794 1.346 -1.362  0.015
H -4.780 1.232 -0.046  0.024
H -5.504 2.796 0.295  0.265
H -3.608 2.112 0.838  0.050
H -0.047 3.372 -1.519  0.100
H -0.517 1.877 -2.164  -0.311
C 2.123 -4.526 1.842  -1.750
C 1.079 -3.799 1.018  0.475
C -0.288 -3.664 1.656  -0.238
O -0.923 -5.026 1.746  -0.359
C -2.227 -5.010 2.001  0.060
N 1.586 -2.494 0.704  -0.052
H 1.965 -5.704 2.024  0.277
H 2.112 -4.174 2.774  0.549
H 3.308 -4.511 1.438  0.252
H 1.010 -4.452 0.116  0.276
H -1.165 -3.003 1.287  -0.187
H -0.199 -3.155 2.505  0.672
H -2.585 -6.177 1.759  0.212
H -2.653 -4.206 1.447  -0.057
H -2.472 -4.523 3.021  -0.052
H 1.574 -1.799 1.536  0.301
H 0.805 -2.103 0.294  -0.544
C -3.044 -3.151 -3.099  -1.699
C -2.343 -2.027 -2.273  -0.535
C -3.090 -1.922 -0.972  0.460
O -4.512 -1.629 -1.208  -0.511
C -5.437 -2.014 -0.119  -0.596
N -0.949 -2.217 -2.068  -0.267
H -2.542 -3.245 -4.079  0.383
H -3.980 -2.970 -3.281  0.524
H -2.953 -4.079 -2.344  0.233
H -2.509 -1.301 -2.977  0.739
H -2.611 -1.067 -0.400  -0.266
H -2.888 -2.930 -0.715  0.399
H -6.300 -1.420 -0.508  0.265
H -5.028 -1.643 0.991  0.044
H -5.683 -3.000 -0.045  0.371
H -0.820 -3.038 -1.511  0.421
H -0.525 -1.506 -1.315  -0.515
C 1.434 3.759 2.119  -2.579
C 1.177 2.897 0.849  2.905
C 2.010 3.495 -0.287  -0.457
O 1.414 4.603 -0.798  -0.499
C 2.079 5.218 -1.952  -0.841
N 1.633 1.550 1.115  -0.015
H 2.391 3.827 2.286  0.508
H 0.895 3.715 2.888  0.811
H 1.081 4.744 1.937  0.591
H 0.093 2.813 0.512  -2.020
H 2.125 2.682 -1.016  -0.156
H 3.044 3.340 0.129  0.682
H 1.700 6.218 -2.134  0.302
H 1.695 4.602 -2.894  0.185
H 3.112 5.173 -1.940  0.389
H 0.968 1.026 0.520  -1.050
H 1.317 1.288 1.960  0.278
C 5.527 1.441 -0.057  -1.449
C 5.085 0.175 0.629  -0.126
C 4.931 0.172 2.108  -0.358
O 6.244 0.325 2.688  -0.383
C 6.122 0.387 4.043  -0.904
N 3.700 -0.173 0.028  -0.349
H 5.102 2.146 0.446  0.488
H 5.067 1.549 -1.146  0.190
H 6.681 1.584 -0.049  0.288
H 5.695 -0.700 0.259  0.372
H 4.629 -0.949 2.297  0.286
H 4.298 0.932 2.321  0.439
H 7.033 0.492 4.396  0.342
H 5.580 -0.506 4.289  0.349
H 5.509 1.132 4.425  0.353
H 2.860 0.368 0.361  0.187
H 3.550 -1.160 0.248  0.250

[4]
Entry from OMol25: a molecular structure, C28H38Cl2KN4O9S2Sb in a non-equilibrium geometry (ωB97M-V with the def2-TZVPD basis set).

LUMO, eV: 3.63
Total energy, Ha: -4542.89466
Total charge: -2
HOMO energy, eV: -1.0
Energy relative to the best compared isomer or geometry (same formula, charge and spin), kcal per mole: 62.37

Last column: Mulliken charge in e.
Atoms and positions in Å:
K 0.141 0.652 -0.357  2.294
C -4.369 2.833 0.196  -1.018
N -4.192 1.718 -0.724  0.270
C -5.245 0.717 -0.763  -1.116
C -2.949 1.478 -1.221  0.520
O -2.058 2.304 -1.241  -0.711
C -2.748 0.119 -1.915  -0.943
O -1.364 -0.054 -2.107  -0.011
C -0.988 -0.815 -3.211  -1.354
C 0.504 -1.109 -3.047  0.384
O 1.044 -0.894 -1.986  -0.259
N 1.152 -1.666 -4.107  0.338
C 0.510 -2.032 -5.347  -1.122
C 2.559 -2.002 -3.984  -0.979
H -4.994 3.616 -0.248  0.298
H -3.400 3.250 0.459  0.271
H -4.846 2.468 1.110  0.376
H -6.196 1.226 -0.591  0.378
H -5.103 -0.043 0.006  0.327
H -5.303 0.249 -1.749  0.349
H -3.276 0.167 -2.876  0.449
H -3.158 -0.694 -1.309  0.416
H -1.176 -0.262 -4.138  0.486
H -1.527 -1.771 -3.248  0.566
H -0.558 -1.841 -5.314  0.401
H 0.655 -3.098 -5.547  0.344
H 0.933 -1.471 -6.187  0.304
H 2.961 -1.527 -3.095  0.109
H 3.096 -1.642 -4.868  0.402
H 2.696 -3.084 -3.892  0.313
Cl 4.607 7.105 -0.951  -0.305
C 3.502 5.769 -0.617  0.152
C 3.037 5.564 0.691  -0.682
C 2.170 4.547 0.975  0.377
Cl 1.693 4.376 2.636  -0.227
C 1.657 3.625 -0.032  -0.889
O 0.830 2.722 0.182  0.251
C 2.220 3.866 -1.342  1.305
C 1.928 3.016 -2.494  -0.656
O 1.286 1.990 -2.548  -0.349
C 3.098 4.925 -1.608  -0.963
H 3.369 6.214 1.492  0.436
H 2.396 3.400 -3.429  0.070
H 3.462 5.064 -2.622  0.303
O -0.938 -1.933 2.510  -0.576
S -0.040 -0.763 2.604  0.312
N 1.107 -0.682 1.669  -0.491
O -3.584 -0.082 1.483  -0.782
C -2.819 0.678 2.079  0.513
N -1.612 1.032 1.560  -0.883
S -0.785 2.272 2.188  0.623
O -1.026 2.001 3.937  -0.670
O -1.604 3.477 1.994  -0.599
C -2.303 1.808 4.291  0.663
C -2.720 2.231 5.559  -0.858
C -4.028 2.037 5.966  -0.324
C -4.949 1.422 5.115  -0.735
C -4.530 1.003 3.863  -0.707
C -3.221 1.187 3.434  0.622
H -1.990 2.717 6.196  0.412
H -4.336 2.373 6.950  0.345
H -5.976 1.273 5.430  0.373
H -5.210 0.505 3.183  0.362
C 3.200 -5.074 -1.256  -1.045
C 1.784 -4.554 -0.947  -0.963
Sb 1.267 -2.568 0.363  0.500
C 3.236 -1.791 -0.136  0.051
C 4.340 -2.044 0.889  -1.380
C 1.782 -3.563 2.239  -0.864
C 2.355 -4.977 2.161  -1.065
H 3.253 -5.857 -2.031  0.351
H 3.670 -5.498 -0.362  0.244
H 3.860 -4.265 -1.597  0.189
H 1.157 -5.366 -0.555  0.482
H 1.301 -4.218 -1.882  0.284
H 3.091 -0.716 -0.275  0.271
H 3.503 -2.224 -1.102  -0.043
H 4.096 -1.575 1.846  0.313
H 5.303 -1.633 0.560  0.400
H 4.485 -3.113 1.067  0.218
H 0.844 -3.560 2.797  0.396
H 2.464 -2.888 2.758  0.466
H 1.705 -5.640 1.586  0.278
H 2.478 -5.414 3.161  0.353
H 3.331 -4.993 1.674  0.058

[5]
Entry from OMol25: 2 unconnected molecules or ions with the total composition C3H6F3NO6S2 in a non-equilibrium geometry (ωB97M-V with the def2-TZVPD basis set).

LUMO, eV: 5.54
Total energy, Ha: -1719.89787
Total charge: -2
HOMO energy, eV: -0.2
Energy relative to the best compared isomer or geometry (same formula, charge and spin), kcal per mole: 28.72

Last column: Mulliken charge in e.
Atoms and positions in Å:
N -1.364 0.730 -0.254  -0.230
S -3.377 1.000 -0.591  0.613
O -3.406 1.382 -2.035  -0.576
O -3.763 -0.430 -0.409  -0.572
S -0.527 2.131 -0.499  1.070
O -1.256 3.171 0.231  -0.683
O -0.083 2.371 -1.873  -0.655
C 1.086 1.941 0.439  0.621
F 0.858 1.551 1.681  -0.233
F 1.874 1.067 -0.163  -0.203
F 1.696 3.120 0.454  -0.249
O -0.895 -0.288 -1.037  -0.344
C -0.536 -1.672 -0.030  -0.484
H -1.435 -2.059 0.468  0.232
H -0.509 -2.386 -0.868  0.308
H -0.107 -1.171 0.853  0.241
C 2.369 -2.089 0.732  -0.368
O 1.330 -2.994 0.756  -0.857
H 2.135 -1.144 1.278  -0.020
H 3.311 -2.498 1.167  0.289
H 2.599 -1.733 -0.301  0.101